Record 1
Below is a molecular structure, C26H34IrN4SSi2 in a non-equilibrium geometry, with properties calculated with the ωB97M-V functional and the def2-TZVPD basis.

Its net charge is +2. The frontier orbital gap (spin up / spin down) comes out at 7.132 / 4.936 eV. The value obtained for the LUMO energy (spin up / spin down) is -0.22337 / -0.33260 Eh. Its spin multiplicity is 6. Its total energy is -62886.8300 eV.

CARTESIAN COORDINATES (ANGSTROEM)
1 Ir -0.389 0.079 0.481
2 C 2.990 1.172 -3.178
3 Si 2.085 -0.250 -2.255
4 C 0.595 -0.815 -3.304
5 C 3.288 -1.712 -2.032
6 C 1.465 0.485 -0.621
7 C 1.912 1.597 0.084
8 C 3.188 2.214 0.005
9 C 3.443 3.343 0.749
10 C 2.447 3.877 1.567
11 C 1.225 3.211 1.619
12 N 0.976 2.120 0.938
13 Si 0.863 -0.992 2.343
14 C -0.144 -2.158 3.497
15 C 2.280 -2.011 1.516
16 C 1.695 0.355 3.432
17 H 3.199 0.823 -4.184
18 H 3.941 1.415 -2.720
19 H 2.403 2.082 -3.250
20 H 0.881 -0.835 -4.352
21 H -0.270 -0.165 -3.218
22 H 0.275 -1.820 -3.041
23 H 3.294 -2.293 -2.951
24 H 3.027 -2.385 -1.223
25 H 4.305 -1.370 -1.864
26 H 3.945 1.773 -0.618
27 H 4.414 3.812 0.697
28 H 2.620 4.756 2.167
29 H 0.418 3.582 2.237
30 H -0.807 -2.850 2.987
31 H -0.721 -1.597 4.224
32 H 0.583 -2.752 4.040
33 H 1.926 -2.817 0.883
34 H 2.861 -2.464 2.316
35 H 2.944 -1.381 0.932
36 H 1.016 1.144 3.738
37 H 2.539 0.816 2.929
38 H 2.076 -0.113 4.336
39 S -4.103 1.754 2.381
40 C -3.967 0.132 2.944
41 C -2.888 -0.528 2.440
42 C -2.111 0.277 1.574
43 C -2.699 1.534 1.407
44 C -2.234 2.433 0.392
45 C -2.707 3.733 0.194
46 C -2.229 4.461 -0.878
47 C -1.298 3.877 -1.729
48 C -0.856 2.593 -1.454
49 N -1.305 1.892 -0.424
50 H -4.706 -0.240 3.627
51 H -2.676 -1.553 2.678
52 H -3.433 4.148 0.876
53 H -2.581 5.466 -1.053
54 H -0.914 4.413 -2.583
55 H -0.128 2.105 -2.086
56 N -3.512 -5.079 -1.911
57 C -2.833 -3.996 -1.528
58 C -1.524 -4.089 -1.008
59 C -0.865 -2.949 -0.626
60 N -1.389 -1.718 -0.707
61 C -2.626 -1.617 -1.212
62 C -3.366 -2.694 -1.628
63 H -3.092 -5.992 -1.863
64 H -4.448 -5.010 -2.271
65 H -1.056 -5.056 -0.898
66 H 0.140 -3.013 -0.236
67 H -3.023 -0.616 -1.299
68 H -4.358 -2.546 -2.021

=====

Record 2
Below is a single C26H34N4O2 molecule, with properties calculated with the ωB97M-V functional and the def2-TZVPD basis.

Its SMILES is COC[C@@H]1CCCCN1C(=O)C1CCN(c2nc(-c3ccccc3)nc3c2CCC3)CC1. The calculation puts the energy relative to the best compared isomer or geometry (same formula, charge and spin) at 10.2 kcal/mol. The frontier orbital gap comes out at 8.814 eV. The value obtained for the LUMO energy is 0.02310 Eh. Its spin multiplicity is 1. Its total energy is -37570.6802 eV.

CARTESIAN COORDINATES (ANGSTROEM)
1 C -5.965 -0.350 1.595
2 O -4.938 -0.374 0.640
3 C -4.819 0.846 -0.059
4 C -3.715 0.825 -1.128
5 C -3.893 -0.261 -2.194
6 C -3.480 -1.643 -1.700
7 C -2.058 -1.576 -1.160
8 C -1.999 -0.540 -0.039
9 N -2.387 0.765 -0.537
10 C -1.683 1.917 -0.455
11 O -2.140 2.976 -0.856
12 C -0.300 1.845 0.178
13 C 0.573 3.026 -0.265
14 C 1.740 3.216 0.724
15 N 2.032 1.967 1.401
16 C 2.629 0.947 0.702
17 N 2.116 -0.282 0.850
18 C 2.656 -1.310 0.215
19 C 1.993 -2.610 0.361
20 C 0.884 -2.753 1.192
21 C 0.244 -3.973 1.298
22 C 0.706 -5.065 0.580
23 C 1.814 -4.932 -0.242
24 C 2.455 -3.713 -0.354
25 N 3.731 -1.250 -0.571
26 C 4.274 -0.051 -0.685
27 C 3.775 1.102 -0.090
28 C 4.648 2.275 -0.422
29 C 5.941 1.616 -0.940
30 C 5.512 0.244 -1.475
31 C 0.963 1.621 2.321
32 C -0.424 1.883 1.707
33 H -5.973 -1.328 2.072
34 H -6.940 -0.164 1.126
35 H -5.788 0.426 2.351
36 H -5.775 1.083 -0.552
37 H -4.596 1.660 0.650
38 H -3.774 1.806 -1.615
39 H -4.935 -0.267 -2.518
40 H -3.274 0.008 -3.054
41 H -4.152 -1.961 -0.904
42 H -3.546 -2.361 -2.520
43 H -1.741 -2.544 -0.770
44 H -1.367 -1.289 -1.957
45 H -0.997 -0.515 0.382
46 H -2.705 -0.831 0.745
47 H 0.191 0.917 -0.121
48 H -0.042 3.926 -0.312
49 H 0.955 2.830 -1.269
50 H 2.622 3.585 0.207
51 H 1.475 3.940 1.498
52 H 0.538 -1.899 1.753
53 H -0.617 -4.076 1.942
54 H 0.204 -6.018 0.663
55 H 2.176 -5.784 -0.799
56 H 3.316 -3.590 -0.992
57 H 4.835 2.916 0.440
58 H 4.190 2.880 -1.212
59 H 6.435 2.223 -1.697
60 H 6.634 1.479 -0.108
61 H 6.270 -0.527 -1.347
62 H 5.256 0.290 -2.537
63 H 1.079 0.568 2.576
64 H 1.098 2.223 3.226
65 H -0.797 2.867 1.995
66 H -1.137 1.139 2.062

=====

Record 3
Below is a molecular structure, C26H35AsBrFN7O5SV in a non-equilibrium geometry, with properties calculated with the ωB97M-V functional and the def2-TZVPD basis.

Its net charge is +1. The calculation puts the energy relative to the best compared isomer or geometry (same formula, charge and spin) at 92.6 kcal/mol. The frontier orbital gap (spin up / spin down) comes out at 4.100 / 6.720 eV. The value obtained for the LUMO energy (spin up / spin down) is -0.11291 / -0.11300 Eh. Its spin multiplicity is 4. Its total energy is -218313.2834 eV.

CARTESIAN COORDINATES (ANGSTROEM)
1 V -1.311 0.261 2.547
2 C 0.538 2.402 -4.527
3 C -0.585 1.377 -4.391
4 N -0.721 0.936 -3.019
5 C -1.598 1.612 -2.211
6 C -1.715 1.373 -0.886
7 C -2.661 2.172 0.027
8 O -3.780 2.416 -0.414
9 O -2.175 2.474 1.144
10 C -0.910 0.367 -0.275
11 O -1.024 0.154 0.982
12 C 0.026 -0.331 -1.101
13 C 0.879 -1.306 -0.559
14 C 1.820 -1.922 -1.355
15 F 2.620 -2.882 -0.802
16 C 1.981 -1.582 -2.691
17 C 1.111 -0.631 -3.239
18 C 0.129 0.000 -2.479
19 N 2.982 -2.114 -3.540
20 C 4.252 -2.525 -2.999
21 C 5.301 -2.342 -4.099
22 N 4.907 -3.151 -5.288
23 C 3.550 -2.780 -5.778
24 C 2.563 -2.962 -4.626
25 H 0.648 2.711 -5.561
26 H 1.479 1.993 -4.172
27 H 0.307 3.272 -3.922
28 H -0.415 0.510 -5.032
29 H -1.535 1.821 -4.691
30 H -2.216 2.361 -2.681
31 H 0.782 -1.573 0.483
32 H 1.244 -0.382 -4.276
33 H 4.258 -3.571 -2.648
34 H 4.513 -1.888 -2.154
35 H 6.287 -2.664 -3.762
36 H 5.339 -1.291 -4.393
37 H 4.878 -4.141 -5.008
38 H 5.598 -3.044 -6.038
39 H 3.286 -3.408 -6.628
40 H 3.564 -1.733 -6.085
41 H 2.536 -4.028 -4.336
42 H 1.560 -2.678 -4.942
43 N 1.248 -0.644 2.890
44 N 1.417 -2.023 3.032
45 C 0.366 -2.886 2.993
46 N 0.633 -4.139 3.417
47 S -1.146 -2.535 2.408
48 H 1.952 -0.250 2.268
49 H 1.255 -0.158 3.789
50 H 2.225 -2.349 3.562
51 H 1.573 -4.448 3.600
52 H -0.074 -4.839 3.276
53 Br 1.018 2.791 0.905
54 C 0.105 3.161 2.512
55 C -0.255 4.442 2.877
56 C -0.832 4.611 4.133
57 C -1.003 3.508 4.959
58 C -0.637 2.265 4.472
59 N -0.095 2.089 3.257
60 C -0.936 0.954 5.155
61 O -0.937 0.827 6.366
62 O -1.200 0.048 4.284
63 H -0.104 5.282 2.217
64 H -1.152 5.589 4.453
65 H -1.417 3.585 5.952
66 C -4.828 -0.617 2.444
67 As -3.682 0.869 3.008
68 C -4.155 0.958 4.913
69 C -4.795 2.372 2.447
70 H -5.847 -0.459 2.806
71 H -4.439 -1.563 2.830
72 H -4.832 -0.658 1.350
73 H -5.243 0.917 5.017
74 H -3.801 1.904 5.332
75 H -3.704 0.140 5.472
76 H -5.803 2.249 2.855
77 H -4.825 2.427 1.358
78 H -4.346 3.297 2.817